The following is a DFT calculation (the ωB97M-V functional and the def2-TZVPD basis) of 2 unconnected molecules or ions with the total composition CH5O5P3 at a distorted geometry.

XYZ file:
```
14
Properties=species:S:1:pos:R:3:forces:R:3:lowdin_charge:R:1
C 0.562835 0.140997 -3.727546 -1.1293 -0.1827 -0.2311 -0.283
O 0.570174 -0.322083 -1.109336 -0.6953 0.3359 -0.5522 -0.415
O -0.418458 0.567087 1.024953 -2.0256 1.7071 3.7564 -0.214
O -0.902969 -1.819303 -2.517361 -1.7103 -0.7630 -0.5938 -0.408
O -2.478962 1.847454 1.699843 0.1788 -0.7067 -0.2173 -0.487
O -2.103303 1.335349 -0.803876 0.4912 -0.7995 0.7229 -0.456
P -3.050728 -1.025978 1.004553 0.0216 0.4651 1.6439 0.567
P -0.206689 -0.539193 -2.387642 3.8310 0.1489 0.8972 0.386
P -1.924574 0.923535 0.643752 -1.6136 1.7344 -0.1652 0.012
H -0.123838 0.198115 0.247694 2.5925 -2.0285 -3.8442 -0.115
H 1.079081 1.085826 -3.710912 -0.0003 0.1816 0.3645 -0.058
H 0.049322 -0.079252 -4.651604 -0.0633 0.0195 -0.3682 -0.071
H -3.745613 -1.175458 -0.143811 -1.3759 0.6424 -1.3296 -0.232
H -2.354539 -2.032173 0.394496 1.4985 -0.7545 -0.0834 -0.226
```
Positions in Å, forces in eV/Å.

- Total charge: -2
- E_HOMO: -1.0 eV
- ΔE to the lowest compared entry with this formula, charge and spin: 145.6 kJ/mol